ORCA calculation (ωB97M-V with the def2-TZVPD basis set) on one molecule with the formula C22H22F2I2NO7P.

Last column: Mulliken charge in e.
Geometry (Å):
C 1.63 -5.05 0.11  -1.05
C 0.28 -5.73 0.16  -0.32
O -0.63 -5.00 0.95  -0.39
C -1.92 -4.90 0.38  -0.82
C -1.96 -3.80 -0.71  0.31
C -2.67 -2.55 -0.22  -0.94
C -2.80 -1.43 -1.25  -1.10
C -1.55 -1.09 -2.09  -0.62
C -0.78 0.09 -1.59  0.21
C -0.61 1.22 -2.28  -0.89
N -1.19 1.40 -3.59  0.25
C -0.22 1.43 -4.60  0.59
O 0.84 0.93 -4.48  -0.45
F -0.60 1.98 -5.73  -0.24
C -2.17 2.42 -3.66  0.47
O -2.06 3.52 -4.06  -0.40
F -3.33 1.98 -3.21  -0.23
C 0.19 2.35 -1.77  1.26
O 0.42 3.31 -2.47  -0.63
C 0.68 2.30 -0.36  -0.11
C 1.32 3.42 0.15  -0.40
C 1.78 3.39 1.47  0.05
C 2.50 4.54 2.07  -1.00
I 4.60 4.46 1.78  0.09
C 1.95 5.53 2.75  0.26
C 2.65 6.67 3.40  -1.36
I -0.15 5.52 3.03  0.07
C 1.57 2.26 2.25  -0.31
C 0.92 1.14 1.73  0.57
P 0.63 -0.30 2.84  0.14
O 1.97 -1.25 2.67  -0.51
O 0.80 0.49 4.27  -0.38
C 0.49 1.14 0.39  -0.95
C -0.14 -0.03 -0.24  0.70
O -0.12 -1.13 0.27  -0.19
H 2.28 -5.54 -0.62  0.38
H 2.14 -5.08 1.08  0.30
H 1.53 -4.01 -0.19  0.14
H -0.07 -5.79 -0.87  0.31
H 0.41 -6.76 0.51  0.40
H -2.22 -5.87 -0.02  0.34
H -2.56 -4.57 1.19  0.39
H -2.40 -4.21 -1.62  0.32
H -0.91 -3.54 -0.87  -0.03
H -3.69 -2.85 0.04  0.50
H -2.23 -2.22 0.72  0.31
H -3.16 -0.52 -0.78  0.39
H -3.58 -1.72 -1.95  0.46
H -0.84 -1.92 -2.18  0.56
H -1.88 -0.86 -3.09  0.41
H 1.46 4.30 -0.46  0.66
H 3.57 6.91 2.88  0.40
H 2.92 6.40 4.42  0.29
H 2.03 7.56 3.38  0.41
H 1.92 2.27 3.27  0.63
H 2.37 -1.08 1.81  0.37
H 0.55 -0.11 4.99  0.36

Values from the calculation:
frontier orbital gap = 0.24790 hartree
E = -2569.4726 hartree
SMILES = CCOCCCCCC1=C(N(C(=O)F)C(=O)F)C(=O)c2cc(/C(I)=C(/C)I)cc(P(O)O)c2C1=O